An isolated molecule of C3H5NO2 at a distorted geometry. Source: the OMol25 dataset; level of theory: wB97M-V/def2-TZVPD.

Results
SMILES = O=C=NCCO
Charge = 0

Geometry as XYZ:
```
11
Properties=species:S:1:pos:R:3:mulliken_charge:R:1
O 2.70606 0.00325 0.92279 -0.399
C 1.61764 -0.25680 0.74008 0.709
N 0.58126 -0.84820 0.77242 -0.498
C -0.70437 -0.49911 0.41721 -0.542
C -0.67072 0.72790 -0.51701 -0.309
O 0.55197 0.74061 -1.19938 -0.561
H -1.12462 -1.37903 -0.03411 0.312
H -1.26192 -0.34930 1.31377 0.341
H -0.74869 1.65489 0.05376 0.327
H -1.51471 0.68286 -1.21277 0.266
H 0.57533 -0.40374 -1.39862 0.353
```

=====

An isolated molecule of C3H5NO2 at a distorted geometry. Source: the OMol25 dataset; level of theory: wB97M-V/def2-TZVPD.

Results
SMILES = C=CN(O)C=O
Charge = 0

Geometry as XYZ:
```
11
Properties=species:S:1:pos:R:3:mulliken_charge:R:1
C -1.18301 -0.02162 -1.33247 -0.722
C -0.27183 0.70007 -0.47088 -0.038
N 0.33760 -0.06862 0.47740 0.128
O -0.12267 -1.39933 0.56669 -0.438
C 1.53993 0.22234 1.05448 0.101
O 2.36826 1.04565 0.67526 -0.540
H -1.30723 -1.06427 -1.23278 0.334
H -2.00094 0.57975 -1.90238 0.212
H -0.04627 1.85563 -0.70567 0.262
H -0.88491 -1.25810 1.08227 0.363
H 1.57107 -0.59149 1.78808 0.337
```

=====

An isolated molecule of C3H5NO2. Source: the OMol25 dataset; level of theory: wB97M-V/def2-TZVPD.

Results
Charge = 0

Geometry as XYZ:
```
11
Properties=species:S:1:pos:R:3:mulliken_charge:R:1
C -1.96399 -0.27458 -0.63001 -0.558
C -0.61056 0.61868 0.95369 -0.198
O -0.77123 -0.42578 0.14179 -0.156
O 0.69137 0.83990 1.10879 -0.154
C 1.68924 0.11042 0.47421 0.158
N 2.79832 0.68125 0.34172 -0.525
H -2.83935 -0.12955 0.00589 0.290
H -1.82537 0.60518 -1.26115 0.322
H -2.04337 -1.16656 -1.24770 0.214
H 1.40347 -0.90134 0.18937 0.340
H 3.47147 0.04239 -0.07662 0.268
```

=====

A structure of composition C3H5NO2 at a distorted geometry. Source: the OMol25 dataset; level of theory: wB97M-V/def2-TZVPD.

Results
Charge = 0

Geometry as XYZ:
```
11
Properties=species:S:1:pos:R:3:mulliken_charge:R:1
O -1.58210 0.97439 0.12865 -0.556
C -0.22069 0.69616 0.36325 -0.530
C 0.15873 -0.61941 -0.29281 0.357
O -0.16953 -0.58257 -1.64968 -0.508
C 1.60247 -0.81130 -0.10967 0.098
N 2.73251 -0.90433 0.11058 -0.382
H -1.36070 0.80606 1.15736 0.322
H 0.43218 1.54832 0.19647 0.393
H -0.16379 0.50405 1.53627 0.274
H -0.37411 -1.42988 0.23623 0.174
H -1.05497 -0.18149 -1.67665 0.359
```

=====

An isolated molecule of C3H5NO2. Source: the OMol25 dataset; level of theory: wB97M-V/def2-TZVPD.

Results
SMILES = [H]/N=C/OCC=O
Charge = 0

Geometry as XYZ:
```
11
Properties=species:S:1:pos:R:3:mulliken_charge:R:1
H 1.04648 1.85373 -0.96870 0.209
N 0.54444 0.97709 -0.91795 -0.596
C 1.23632 -0.02160 -0.56239 0.141
O 0.62329 -1.16567 -0.21766 -0.329
C -0.75949 -0.92837 0.04967 -0.326
C -0.83959 0.38173 0.84281 0.119
O -0.04579 0.59292 1.73047 -0.482
H 2.31368 -0.09369 -0.41022 0.360
H -1.10104 -1.73262 0.70721 0.288
H -1.34415 -0.93213 -0.87695 0.284
H -1.67416 1.06861 0.62369 0.331
```

=====

An isolated molecule of C3H5NO2 at a distorted geometry. Source: the OMol25 dataset; level of theory: wB97M-V/def2-TZVPD.

Results
SMILES = [H]/N=C/OCC=O
Charge = 0

Geometry as XYZ:
```
11
Properties=species:S:1:pos:R:3:mulliken_charge:R:1
H 3.05407 0.06520 0.51976 0.238
N 2.04111 -0.01661 0.54763 -0.601
C 1.54856 0.00716 -0.61470 0.171
O 0.22344 -0.10245 -0.85953 -0.317
C -0.63096 -0.19047 0.27564 -0.308
C -2.03737 0.25189 0.00241 -0.006
O -2.89203 -0.27508 0.67576 -0.463
H 2.09069 0.11242 -1.56125 0.364
H -0.18445 0.33863 1.11756 0.316
H -0.91967 -1.17709 0.67484 0.256
H -2.29339 0.98640 -0.77813 0.348
```

=====

An isolated molecule of C3H5NO2 at a distorted geometry. Source: the OMol25 dataset; level of theory: wB97M-V/def2-TZVPD.

Results
SMILES = C=CN(O)C=O
Charge = 0

Geometry as XYZ:
```
11
Properties=species:S:1:pos:R:3:mulliken_charge:R:1
C -1.88802 -0.43576 0.01577 -0.816
C -0.87934 0.53594 -0.20906 -0.012
N 0.58362 0.42076 0.11133 0.243
O 1.48399 1.46371 0.04482 -0.405
C 1.23845 -0.71986 -0.00050 0.036
O 2.47175 -0.84790 -0.11717 -0.590
H -1.74617 -1.15942 0.80576 0.285
H -3.02515 -0.22324 0.02807 0.270
H -1.18308 1.36764 -0.73440 0.400
H 2.28270 1.23812 0.35925 0.300
H 0.66126 -1.63998 -0.30387 0.289
```

=====

A cluster of 3 separate species, C3H5NO2 in total at a distorted geometry. Source: the OMol25 dataset; level of theory: wB97M-V/def2-TZVPD.

Results
Charge = 0

Geometry as XYZ:
```
11
Properties=species:S:1:pos:R:3:mulliken_charge:R:1
O -1.86856 -0.42851 0.14524 -0.605
C -0.79944 0.26556 0.02530 -0.300
C 0.51288 -0.52802 -0.18119 0.438
O 0.34515 -1.19135 -1.36457 -0.491
C 1.65006 0.33312 -0.27923 0.072
N 2.52390 1.07494 -0.30866 -0.360
H -1.24756 0.78256 1.48370 0.095
H -0.82286 1.27147 -0.44524 0.475
H -0.40856 1.16515 1.57987 0.116
H 0.68238 -1.20476 0.66146 0.193
H -0.56740 -1.54017 -1.31668 0.368
```

=====

For the records above, the corresponding highest occupied orbital energy values read -10.2 -8.8 -9.4 -11.1 -9.8 -10.3 -9.3 -10.6 eV.
For the records above, the corresponding ΔE to the lowest compared entry with this formula, charge and spin values read 216.89 409.78 350.96 348.42 191.96 183.09 445.13 454.54 kJ/mol.
For the records above, the corresponding gap between HOMO and LUMO values read 10.7396 9.4032 10.1584 11.3269 10.8150 11.1627 9.7079 10.4303 eV.